A 10-piece molecular cluster, C51H120BF4N7O7 overall in a non-equilibrium geometry. Source: the OMol25 dataset; level of theory: ωB97M-V/def2-TZVPD.

Positions of all 190 atoms, in Å:
C1 14.369 -31.253 38.334
C2 13.437 -32.422 38.039
C3 13.069 -32.469 36.526
N1 12.078 -33.658 36.131
C4 10.628 -33.345 36.702
C5 11.959 -33.745 34.560
C6 12.215 -35.262 34.247
C7 12.035 -36.014 35.621
C8 12.588 -35.066 36.611
H1 15.118 -31.213 37.542
H2 14.825 -31.378 39.316
H3 13.887 -30.277 38.396
H4 12.504 -32.380 38.602
H5 13.918 -33.324 38.417
H6 13.974 -32.518 35.921
H7 12.488 -31.592 36.240
H8 10.517 -33.531 37.770
H9 10.017 -34.068 36.162
H10 10.375 -32.303 36.505
H11 11.015 -33.336 34.200
H12 12.702 -33.057 34.158
H13 11.370 -35.567 33.631
H14 13.240 -35.346 33.886
H15 11.016 -36.262 35.916
H16 12.543 -36.977 35.661
H17 12.367 -35.209 37.669
H18 13.662 -34.938 36.474
C9 -2.997 -36.874 34.209
C10 -3.180 -38.171 33.476
C11 -1.829 -38.505 32.726
N2 -1.686 -39.929 32.065
C12 -2.393 -39.872 30.702
C13 -2.146 -41.080 32.968
C14 -1.624 -42.415 32.425
C15 -0.353 -42.006 31.631
C16 -0.246 -40.451 31.872
H19 -2.022 -36.756 34.681
H20 -3.885 -36.595 34.777
H21 -3.021 -36.037 33.511
H22 -3.961 -38.093 32.719
H23 -3.502 -39.023 34.075
H24 -0.873 -38.500 33.250
H25 -1.741 -37.715 31.980
H26 -3.288 -39.266 30.843
H27 -2.467 -40.911 30.379
H28 -1.779 -39.271 30.031
H29 -3.232 -41.127 33.047
H30 -1.653 -40.858 33.914
H31 -2.293 -42.813 31.662
H32 -1.478 -43.200 33.167
H33 -0.341 -42.100 30.545
H34 0.488 -42.641 31.910
H35 0.199 -40.041 30.965
H36 0.330 -40.124 32.738
C17 6.808 -37.559 26.152
C18 7.715 -37.563 24.921
C19 7.073 -36.785 23.689
N3 7.871 -36.902 22.335
C20 9.209 -36.210 22.586
C21 7.102 -36.268 21.132
C22 6.186 -37.328 20.597
C23 6.987 -38.626 20.637
C24 7.993 -38.370 21.793
H37 6.430 -36.544 26.279
H38 7.227 -37.828 27.122
H39 5.958 -38.217 25.976
H40 7.999 -38.601 24.747
H41 8.665 -37.099 25.184
H42 6.793 -35.752 23.895
H43 6.161 -37.301 23.389
H44 9.810 -36.242 21.677
H45 9.706 -36.864 23.302
H46 9.111 -35.240 23.073
H47 7.875 -36.025 20.403
H48 6.519 -35.391 21.411
H49 5.776 -37.149 19.604
H50 5.341 -37.409 21.281
H51 7.492 -38.811 19.689
H52 6.236 -39.414 20.702
H53 9.026 -38.659 21.600
H54 7.761 -39.006 22.648
C25 8.510 -43.448 33.238
C26 7.451 -44.097 34.094
C27 8.027 -44.312 35.552
N4 6.927 -44.764 36.558
C28 6.268 -46.020 36.079
C29 7.521 -44.941 37.975
C30 6.430 -44.623 38.947
C31 5.588 -43.463 38.287
C32 6.023 -43.578 36.796
H55 8.989 -42.556 33.640
H56 8.158 -43.230 32.230
H57 9.274 -44.222 33.154
H58 7.136 -45.025 33.617
H59 6.641 -43.371 34.154
H60 8.529 -43.400 35.876
H61 8.833 -45.031 35.408
H62 5.762 -46.350 36.986
H63 6.969 -46.828 35.872
H64 5.547 -45.852 35.278
H65 7.923 -45.931 38.194
H66 8.365 -44.253 38.027
H67 5.793 -45.485 39.149
H68 6.880 -44.395 39.913
H69 4.543 -43.710 38.476
H70 6.016 -42.539 38.675
H71 5.186 -43.547 36.098
H72 6.615 -42.674 36.654
C33 11.703 -37.713 44.272
N5 10.224 -38.223 44.542
C34 10.225 -39.776 44.510
C35 10.045 -37.852 46.031
C36 9.230 -37.583 43.521
C37 8.728 -36.153 43.804
O1 9.709 -35.242 43.783
H73 12.446 -38.317 44.793
H74 11.838 -36.653 44.487
H75 11.773 -37.917 43.204
H76 11.033 -40.279 45.043
H77 10.315 -40.037 43.456
H78 9.272 -40.217 44.801
H79 10.871 -38.321 46.566
H80 9.057 -38.208 46.324
H81 10.244 -36.796 46.213
H82 8.386 -38.272 43.555
H83 9.618 -37.602 42.503
H84 8.169 -36.131 44.740
H85 7.951 -35.938 43.071
H86 9.404 -34.332 43.752
C38 3.057 -29.841 29.442
N6 2.319 -29.788 30.804
C39 2.145 -31.102 31.467
C40 3.170 -28.993 31.825
C41 0.863 -29.170 30.565
C42 0.789 -27.901 29.733
O2 1.337 -26.831 30.431
H87 2.454 -30.390 28.719
H88 3.953 -30.454 29.541
H89 3.357 -28.820 29.208
H90 3.112 -31.556 31.684
H91 1.501 -31.722 30.844
H92 1.575 -30.889 32.371
H93 4.031 -29.594 32.116
H94 2.606 -28.854 32.747
H95 3.438 -28.006 31.450
H96 0.411 -28.975 31.537
H97 0.233 -29.900 30.057
H98 -0.275 -27.691 29.623
H99 1.215 -27.914 28.730
H100 1.005 -26.042 29.996
C43 -1.397 -40.466 43.388
N7 -2.666 -39.922 42.775
C44 -3.096 -38.735 43.681
C45 -2.235 -39.355 41.347
C46 -3.799 -41.017 42.740
C47 -5.084 -40.453 42.277
O3 -6.047 -41.504 41.975
H101 -0.648 -39.674 43.389
H102 -1.023 -41.340 42.855
H103 -1.546 -40.707 44.440
H104 -3.884 -38.264 43.094
H105 -2.250 -38.051 43.757
H106 -3.543 -39.013 44.636
H107 -1.485 -38.587 41.538
H108 -3.049 -38.853 40.823
H109 -1.892 -40.189 40.735
H110 -3.892 -41.390 43.759
H111 -3.371 -41.753 42.060
H112 -4.944 -40.131 41.245
H113 -5.536 -39.647 42.855
H114 -6.827 -41.115 41.573
B1 4.284 -36.689 36.684
F1 5.127 -37.139 37.682
F2 4.198 -35.352 36.800
F3 4.656 -37.136 35.376
F4 3.045 -37.244 36.917
C48 5.718 -29.048 39.585
C49 6.998 -28.620 40.298
O4 7.826 -27.918 39.654
O5 7.199 -29.070 41.456
H115 5.619 -30.120 39.757
H116 5.683 -29.060 38.496
H117 4.832 -28.510 39.922
C50 -0.516 -31.802 39.911
C51 -1.398 -30.619 39.823
O6 -1.153 -29.711 40.653
O7 -2.268 -30.607 38.948
H118 -1.057 -32.734 40.078
H119 0.174 -31.762 40.753
H120 0.072 -31.759 38.994

As for the highest occupied orbital energy: -8.038 eV. Its HOMO-LUMO gap is 2.10 eV. The total energy is -3347.9745 a.u. Its lowest unoccupied orbital energy is -0.21830 Eh. As for the net charge: +4.